No. 1
Formula: C7H10OS
Source: the Open Molecules 2025 dataset
Level of theory: ωB97M-V/def2-TZVPD

Structure (ORCA input):
```
! RIJCOSX wB97M-V def2-TZVPD def2/J DEFGRID3
* xyz 0 1
H 0.517 -3.175 -0.399
H 0.131 0.162 -2.440
S -1.440 -1.869 0.127
H 0.841 1.224 2.590
H 0.057 -3.165 1.296
C 0.243 -2.507 0.427
H 2.406 1.540 -1.353
C 1.420 1.058 -0.900
C 1.594 1.283 0.600
H 2.470 1.827 0.838
O -0.511 0.231 1.384
H -2.322 0.266 -1.529
C -1.968 0.761 -0.557
H 0.975 -1.758 0.594
H -1.661 1.854 -0.866
C -0.981 -0.106 0.063
C 0.619 1.004 1.489
C 0.427 0.457 -1.472
H -2.819 0.912 0.109
*
```

Computed properties:
Energy above the lowest of the compared OMol25 structures with the same formula, charge and spin, kcal per mole: 96.74
Frontier orbital gap, eV: 9.0

Results of the Mulliken charge analysis, in e, for atoms 1 through 6: atom 1 (H): 0.2802, atom 2 (H): 0.4379, atom 3 (S): -0.1301, atom 4 (H): 0.2767, atom 5 (H): 0.2857, atom 6 (C): -0.7179

No. 2
Formula: C7H11B
Source: the Open Molecules 2025 dataset
Level of theory: ωB97M-V/def2-TZVPD

Structure (ORCA input):
```
! RIJCOSX wB97M-V def2-TZVPD def2/J DEFGRID3
* xyz 0 1
H 2.037 2.680 1.356
H -1.329 0.612 -0.524
C 1.668 0.366 -0.051
B -0.027 -0.972 -0.978
C -0.960 -0.115 0.100
H -1.765 -0.690 0.298
H -0.457 -2.210 -2.840
H 2.525 0.895 -0.063
C -0.575 0.441 1.521
H 2.328 -0.915 -1.787
H -1.536 0.916 1.837
H 0.953 2.981 2.868
C -0.974 -1.810 -1.977
H -1.708 -1.148 -2.327
H -0.395 -0.287 2.241
C 1.265 2.372 1.920
H -1.468 -2.492 -1.424
C 0.713 1.256 1.566
C 1.533 -0.643 -1.018
*
```

Computed properties:
Energy above the lowest of the compared OMol25 structures with the same formula, charge and spin, kcal per mole: 67.06
Frontier orbital gap, eV: 10.0

Results of the Mulliken charge analysis, in e, for atoms 1 through 6: atom 1 (H): 0.3188, atom 2 (H): 0.4572, atom 3 (C): -0.3834, atom 4 (B): 0.1677, atom 5 (C): -1.1084, atom 6 (H): 0.5555

No. 3
Formula: C7H11BrFNO2
Source: the Open Molecules 2025 dataset
Level of theory: ωB97M-V/def2-TZVPD

Structure (ORCA input):
```
! RIJCOSX wB97M-V def2-TZVPD def2/J DEFGRID3
* xyz 0 1
C 1.494 -0.906 -0.695
H 2.417 -1.467 -0.547
C 0.264 1.212 -0.086
C -0.994 -0.954 -0.423
C 0.330 2.540 0.655
H 1.399 -0.680 -1.759
F 0.129 1.486 -1.443
H -0.548 3.140 0.431
N -2.090 -1.807 0.113
H 2.389 1.005 -0.260
C 0.306 -1.746 -0.241
H 0.416 -2.008 0.815
H 0.251 -2.668 -0.822
H 0.384 2.370 1.727
H -0.890 0.168 1.415
C -0.937 0.360 0.340
C 1.553 0.400 0.092
H -1.200 -0.782 -1.484
O -2.753 -2.413 -0.688
Br -2.636 1.329 0.056
O -2.191 -1.870 1.313
H 1.211 3.091 0.336
H 1.696 0.198 1.155
*
```

Computed properties:
Energy above the lowest of the compared OMol25 structures with the same formula, charge and spin, kcal per mole: 0.00
Frontier orbital gap, eV: 10.9
SMILES: C[C@@]1(F)CCC[C@@H]([N+](=O)[O-])[C@@H]1Br

Results of the Mulliken charge analysis, in e, for atoms 1 through 6: atom 1 (C): -0.5657, atom 2 (H): 0.3726, atom 3 (C): 1.4282, atom 4 (C): -0.0187, atom 5 (C): -1.6343, atom 6 (H): 0.3230

No. 4
Formula: C7H11BrN2O2PS
Source: the Open Molecules 2025 dataset
Level of theory: ωB97M-V/def2-TZVPD

Structure (ORCA input):
```
! RIJCOSX wB97M-V def2-TZVPD def2/J DEFGRID3
* xyz 1 1
C -2.595 -0.849 -0.550
N -3.804 -0.841 1.989
H 0.117 -2.574 0.041
P -0.124 -0.287 0.468
C -3.946 -1.096 -0.403
H 3.919 3.252 -1.227
O 3.615 1.768 0.868
H 1.686 -1.753 -0.126
H -1.942 -0.391 2.751
N 3.706 1.401 -0.283
H -5.540 -1.271 0.994
C -2.504 -0.601 1.858
H 0.953 2.099 0.027
Br 0.833 -0.011 2.371
S 0.113 1.379 -0.732
O 3.226 0.372 -0.717
C -4.486 -1.080 0.880
H 4.416 1.836 -2.211
H 5.444 2.404 -0.857
C 0.628 -1.697 -0.343
H -2.130 -0.837 -1.522
H -4.565 -1.287 -1.258
C 4.430 2.294 -1.230
C -1.879 -0.601 0.619
H 0.430 -1.628 -1.407
*
```

Computed properties:
Frontier orbital gap, eV: 9.5

Results of the Mulliken charge analysis, in e, for atoms 1 through 6: atom 1 (C): -0.4380, atom 2 (N): -0.5096, atom 3 (H): 0.4312, atom 4 (P): 0.9432, atom 5 (C): -0.5053, atom 6 (H): 0.2903

No. 5
Formula: C7H11Cl12IN3
Source: the Open Molecules 2025 dataset
Level of theory: ωB97M-V/def2-TZVPD

Structure (ORCA input):
```
! RIJCOSX wB97M-V def2-TZVPD def2/J DEFGRID3
* xyz 1 1
Cl 5.099 -2.054 -2.184
Cl -1.554 -2.770 -0.695
C 0.967 1.041 1.158
N 0.001 -0.021 0.953
Cl 1.171 -0.894 6.069
H -1.627 3.046 0.916
Cl -0.777 1.624 -2.865
Cl -0.460 4.173 -4.232
C -0.874 2.263 0.694
N 2.245 0.906 0.861
C 0.061 -0.960 4.699
Cl 3.171 0.122 -2.119
I 0.234 -0.764 -1.016
Cl -1.755 -5.660 -1.010
H 4.511 -0.585 -3.918
H -0.326 2.288 -0.278
Cl -0.594 -2.589 4.505
Cl -2.666 3.783 -2.380
H -2.240 2.653 -4.393
C -2.591 -4.202 -0.469
H 2.762 0.062 1.103
H -2.807 -4.304 0.590
H -1.997 0.321 0.049
N 0.271 2.201 1.671
H 2.684 1.655 0.325
H 0.613 -0.707 3.800
Cl -1.248 0.217 4.899
C -1.619 3.013 -3.579
Cl 2.750 -2.137 -3.894
H -0.184 1.998 2.575
H -1.726 0.671 1.867
C -1.315 0.741 0.815
C 3.960 -1.097 -3.136
Cl -4.121 -4.002 -1.331
*
```

Computed properties:
Frontier orbital gap, eV: 7.0

Results of the Mulliken charge analysis, in e, for atoms 1 through 6: atom 1 (Cl): -0.1088, atom 2 (Cl): -0.1160, atom 3 (C): 0.2220, atom 4 (N): -0.4168, atom 5 (Cl): -0.1045, atom 6 (H): 0.3397

No. 6
Formula: C7H11Cl6NO3
Source: the Open Molecules 2025 dataset
Level of theory: ωB97M-V/def2-TZVPD

Structure (ORCA input):
```
! RIJCOSX wB97M-V def2-TZVPD def2/J DEFGRID3
* xyz 0 1
Cl -6.110 2.449 -26.459
O -1.092 -4.030 -23.261
N -4.690 -3.816 -23.758
C -5.397 -2.965 -24.214
Cl -3.871 -0.660 -26.099
H -3.333 -2.716 -25.060
H -4.190 1.056 -26.154
C 0.504 -0.998 -23.882
Cl -4.852 -3.314 -26.803
O -1.704 -2.436 -24.808
H -2.835 -4.857 -22.736
H 0.597 -0.202 -23.144
C -2.142 -4.893 -23.577
O 0.072 -2.211 -23.361
Cl -4.322 1.327 -28.473
H -2.675 -4.563 -24.469
H 0.084 -0.576 -24.796
C -6.280 -1.934 -24.719
H 1.550 -1.230 -24.086
H -7.170 -2.067 -24.103
C -1.052 -2.850 -23.846
H -1.563 -5.811 -23.483
C -4.496 1.891 -26.785
Cl -2.107 -2.917 -27.156
C -3.489 -2.441 -26.103
H -5.803 -0.961 -24.598
H -6.565 -2.070 -25.762
Cl -3.401 3.239 -26.474
*
```

Computed properties:
Energy above the lowest of the compared OMol25 structures with the same formula, charge and spin, kcal per mole: 77.66
Frontier orbital gap, eV: 10.8

Results of the Mulliken charge analysis, in e, for atoms 1 through 6: atom 1 (Cl): -0.1377, atom 2 (O): -0.3200, atom 3 (N): -0.5547, atom 4 (C): 0.8005, atom 5 (Cl): -0.1157, atom 6 (H): -0.4978

No. 7
Formula: C7H11ClN2
Source: the Open Molecules 2025 dataset
Level of theory: ωB97M-V/def2-TZVPD

Structure (ORCA input):
```
! RIJCOSX wB97M-V def2-TZVPD def2/J DEFGRID3
* xyz 0 1
H -0.636 -2.767 -1.794
H 0.391 -3.352 -0.337
H 2.046 -0.619 0.226
C -2.833 3.433 0.726
H 2.009 3.117 0.885
H 2.024 -1.584 -1.346
C 0.189 -0.442 -0.695
Cl -3.145 2.826 -0.707
C 1.652 -0.650 -0.742
H -0.077 -1.553 1.095
C -0.481 -2.857 -0.609
N -2.654 3.889 1.791
H 1.179 2.229 2.468
C -0.523 -1.560 0.108
H -1.318 -3.534 -0.272
C 1.400 2.303 1.369
H 2.087 0.286 -1.146
C -0.142 0.857 0.011
H -0.315 -0.421 -1.702
H -1.543 -1.061 -0.045
N 0.690 1.458 0.716
*
```

Computed properties:
Energy above the lowest of the compared OMol25 structures with the same formula, charge and spin, kcal per mole: 84.25
Frontier orbital gap, eV: 8.5

Results of the Mulliken charge analysis, in e, for atoms 1 through 6: atom 1 (H): 0.2609, atom 2 (H): 0.3603, atom 3 (H): 0.4188, atom 4 (C): 0.4414, atom 5 (H): 0.2581, atom 6 (H): 0.3020

No. 8
Formula: C7H11ClN4O4W
Source: the Open Molecules 2025 dataset
Level of theory: ωB97M-V/def2-TZVPD

Structure (ORCA input):
```
! RIJCOSX wB97M-V def2-TZVPD def2/J DEFGRID3
* xyz 2 3
H 2.259 1.843 1.776
Cl -0.486 0.226 -1.452
O 0.066 2.938 -1.141
C -3.758 0.176 -3.661
N -1.230 -0.268 -0.119
C 3.315 -1.239 2.371
H 2.018 -2.658 1.571
O 0.757 -0.493 -1.859
O -4.842 0.959 -3.601
H 4.159 0.662 2.962
C 0.005 1.786 -1.197
H 3.341 1.102 0.839
C -1.493 0.250 -2.692
N 1.965 -1.698 1.911
C -2.843 0.144 -2.435
H -4.797 1.637 -2.915
H 2.523 0.383 3.556
O -3.496 -0.504 -4.596
H -2.966 -0.591 0.791
N -2.602 -0.324 -0.118
W 1.112 -0.275 0.428
C -3.377 -0.105 -1.167
H 3.663 -1.822 3.221
N 2.595 0.916 1.517
C 3.194 0.227 2.711
H -4.442 -0.131 -0.971
H 4.016 -1.392 1.549
H 1.343 -1.749 2.721
*
```

Computed properties:
Energy above the lowest of the compared OMol25 structures with the same formula, charge and spin, kcal per mole: 465.03
Frontier orbital gap (spin up / spin down), eV: 7.1 / 6.7

Results of the Mulliken charge analysis, in e, for atoms 1 through 6: atom 1 (H): 0.3037, atom 2 (Cl): 0.8514, atom 3 (O): -0.2365, atom 4 (C): 0.4166, atom 5 (N): -0.4187, atom 6 (C): -0.5284

E across the listed records, respectively: -20299.2026, -8108.3542, -85780.7674, -104670.6567, -170267.1826, -90200.4961, -22935.4475, -35901.1838 eV.